Record 1
A structure of composition C54H56BrN3O2P2SSi2Ti at a distorted geometry, computed with ωB97M-V/def2-TZVPD.

Energy above the lowest of the compared OMol25 structures with the same formula, charge and spin   16.0 kJ/mol
Net charge   +2

Atoms and positions in Å:
Ti (0.640, -0.841, -0.627)
O (-0.136, -2.633, 2.844)
S (-0.962, -1.581, 2.211)
C (-1.011, -0.313, 3.494)
C (-1.793, -0.388, 4.637)
C (-1.534, 0.464, 5.696)
C (-0.472, 1.355, 5.630)
C (0.301, 1.436, 4.486)
C (0.014, 0.628, 3.384)
P (1.001, 0.855, 1.835)
C (2.636, 0.831, 2.676)
C (3.017, -0.383, 3.244)
C (4.211, -0.487, 3.938)
C (5.025, 0.627, 4.091)
C (4.630, 1.847, 3.561)
C (3.442, 1.952, 2.852)
C (0.779, 2.666, 1.529)
C (1.492, 3.182, 0.443)
C (1.452, 4.530, 0.127)
C (0.689, 5.395, 0.899)
C (-0.043, 4.891, 1.961)
C (-0.015, 3.536, 2.269)
C (-2.674, -2.117, 2.335)
C (-2.980, -3.051, 3.315)
C (-4.299, -3.406, 3.529)
C (-5.301, -2.822, 2.771)
C (-4.996, -1.922, 1.767)
C (-3.671, -1.572, 1.505)
P (-3.266, -0.401, 0.145)
C (-4.452, -0.955, -1.137)
C (-4.986, -0.022, -2.026)
C (-5.885, -0.419, -3.003)
C (-6.246, -1.754, -3.116)
C (-5.689, -2.693, -2.258)
C (-4.787, -2.301, -1.280)
C (-4.149, 1.062, 0.849)
C (-5.511, 1.307, 0.683)
C (-6.100, 2.407, 1.286)
C (-5.347, 3.262, 2.080)
C (-3.998, 3.010, 2.273)
C (-3.400, 1.923, 1.654)
H (-2.586, -1.118, 4.713)
H (-2.147, 0.410, 6.585)
H (-0.242, 1.989, 6.475)
H (1.139, 2.119, 4.452)
H (2.360, -1.242, 3.176)
H (4.499, -1.434, 4.376)
H (5.952, 0.553, 4.642)
H (5.242, 2.726, 3.709)
H (3.146, 2.914, 2.454)
H (2.111, 2.513, -0.139)
H (2.018, 4.908, -0.715)
H (0.667, 6.453, 0.676)
H (-0.640, 5.561, 2.567)
H (-0.609, 3.184, 3.097)
H (-2.175, -3.500, 3.884)
H (-4.546, -4.125, 4.298)
H (-6.334, -3.092, 2.948)
H (-5.794, -1.504, 1.168)
H (-4.721, 1.027, -1.936)
H (-6.318, 0.315, -3.672)
H (-6.960, -2.063, -3.868)
H (-5.976, -3.734, -2.336)
H (-4.355, -3.044, -0.622)
H (-6.120, 0.638, 0.090)
H (-7.155, 2.598, 1.137)
H (-5.813, 4.114, 2.556)
H (-3.410, 3.663, 2.904)
H (-2.349, 1.721, 1.830)
C (1.748, -3.480, -3.053)
Si (2.768, -1.896, -3.229)
C (4.512, -2.602, -3.422)
C (2.318, -0.923, -4.792)
C (2.578, -0.714, -1.667)
C (3.115, -1.531, -0.552)
C (4.418, -1.962, -0.309)
C (4.645, -2.859, 0.715)
C (3.574, -3.317, 1.482)
C (2.315, -2.829, 1.229)
N (2.111, -1.916, 0.260)
Si (3.692, 0.863, -1.916)
C (2.780, 2.344, -2.685)
C (5.146, 0.633, -3.102)
C (4.477, 1.379, -0.273)
H (0.782, -3.438, -3.553)
H (1.589, -3.770, -2.015)
H (2.310, -4.289, -3.522)
H (4.525, -3.158, -4.362)
H (4.745, -3.310, -2.626)
H (5.314, -1.869, -3.476)
H (1.370, -1.255, -5.220)
H (3.082, -1.110, -5.548)
H (2.271, 0.154, -4.637)
H (5.221, -1.617, -0.945)
H (5.648, -3.219, 0.906)
H (3.718, -4.041, 2.270)
H (1.457, -3.152, 1.801)
H (1.821, 2.620, -2.247)
H (2.638, 2.201, -3.758)
H (3.441, 3.207, -2.572)
H (4.865, 0.204, -4.064)
H (5.951, 0.032, -2.679)
H (5.560, 1.623, -3.300)
H (3.872, 2.053, 0.326)
H (5.407, 1.909, -0.493)
H (4.734, 0.533, 0.364)
O (-0.474, 1.414, -0.791)
H (-0.086, 2.292, -0.914)
H (-1.354, 1.574, -0.417)
Br (-0.584, -3.023, -0.511)
N (-2.561, 0.481, -7.444)
C (-2.045, 0.201, -6.458)
C (-1.406, -0.116, -5.218)
C (-0.605, 0.826, -4.577)
C (-0.024, 0.490, -3.375)
N (-0.247, -0.671, -2.737)
C (-1.003, -1.575, -3.374)
C (-1.569, -1.356, -4.615)
H (-0.434, 1.795, -5.024)
H (0.674, 1.168, -2.910)
H (-1.169, -2.523, -2.888)
H (-2.146, -2.137, -5.087)

Forces on the atoms, in the same order (eV/Å):
Ti -0.683 0.143 -0.335
O 0.236 -0.388 0.031
S -0.981 0.477 0.822
C 0.366 0.249 -0.466
C -0.059 -0.107 0.010
C -0.047 -0.041 -0.002
C 0.040 0.059 0.038
C 0.023 -0.062 -0.049
C -0.258 -0.231 -0.286
P 0.473 0.727 0.795
C 0.012 -0.146 -0.273
C 0.018 0.017 -0.059
C -0.002 -0.068 0.005
C 0.000 0.038 0.016
C 0.024 0.039 0.021
C -0.046 -0.021 -0.021
C -0.066 -0.248 -0.295
C 0.065 -0.007 0.119
C 0.058 -0.025 -0.095
C -0.063 0.031 0.082
C -0.013 0.094 -0.011
C 0.008 -0.113 -0.016
C -0.405 0.142 -0.690
C 0.317 -0.136 -0.063
C 0.034 -0.030 0.092
C -0.247 -0.043 -0.014
C 0.179 -0.060 0.031
C 0.503 -0.160 0.330
P -0.459 0.280 0.264
C 0.279 -0.113 -0.096
C 0.138 -0.004 -0.046
C -0.010 0.046 -0.105
C 0.011 -0.050 0.026
C -0.031 -0.044 -0.029
C 0.059 0.123 -0.126
C 0.219 0.009 -0.095
C 0.050 0.036 0.109
C -0.040 0.017 0.013
C 0.008 -0.005 0.031
C 0.076 0.048 0.023
C -0.133 -0.055 -0.102
H -0.013 0.038 0.005
H 0.008 0.006 0.012
H 0.001 0.001 0.007
H -0.010 0.048 -0.002
H -0.008 -0.005 0.042
H -0.009 0.000 0.014
H 0.002 -0.009 0.003
H 0.013 -0.004 -0.021
H 0.012 0.005 0.000
H -0.089 0.081 -0.031
H 0.030 -0.012 0.015
H -0.014 -0.002 -0.023
H -0.032 -0.018 -0.019
H -0.032 -0.057 0.039
H -0.018 0.034 0.036
H 0.011 -0.031 -0.015
H -0.011 0.019 0.022
H 0.028 -0.002 -0.003
H -0.037 -0.044 -0.031
H 0.038 -0.010 0.025
H 0.001 0.009 0.013
H 0.041 -0.011 -0.036
H -0.041 -0.021 0.037
H -0.009 0.062 -0.017
H -0.011 -0.015 0.021
H -0.012 0.009 -0.016
H 0.007 0.021 0.011
H 0.113 -0.011 -0.018
C 0.125 0.265 -0.037
Si -0.154 -0.290 -0.516
C -0.062 0.357 0.272
C 0.179 -0.208 0.187
C -0.149 -0.164 0.176
C 0.044 0.006 0.373
C -0.046 0.061 -0.061
C -0.099 0.031 0.030
C 0.070 0.072 -0.138
C -0.023 -0.280 0.193
N 0.566 -0.309 -0.074
Si 0.185 0.708 -0.073
C 0.045 -0.286 0.125
C -0.283 -0.262 0.071
C -0.129 -0.098 -0.256
H -0.021 0.004 0.083
H 0.010 -0.047 -0.013
H 0.059 0.052 -0.053
H -0.132 -0.005 -0.028
H -0.025 -0.056 -0.038
H -0.011 -0.073 0.006
H -0.026 0.017 0.064
H 0.020 0.001 -0.011
H 0.039 -0.032 -0.038
H 0.014 -0.019 0.000
H 0.004 0.000 0.003
H -0.039 -0.022 -0.003
H -0.082 0.102 -0.045
H 0.029 0.057 0.005
H -0.007 -0.007 -0.005
H 0.024 0.009 0.017
H 0.026 0.037 -0.008
H -0.009 -0.008 0.008
H -0.072 0.080 0.091
H 0.057 -0.043 -0.011
H 0.011 -0.009 -0.096
H 0.021 -0.002 0.043
O -0.042 -0.565 -0.248
H 0.192 -0.026 0.194
H -0.111 -0.333 0.056
Br 0.366 0.757 -0.256
N 0.036 -0.043 0.072
C -0.106 0.069 -0.278
C 0.125 -0.010 0.377
C -0.067 -0.048 -0.092
C 0.018 0.096 0.024
N 0.147 -0.029 0.202
C -0.170 -0.202 -0.044
C -0.050 0.138 -0.043
H 0.088 0.000 0.031
H -0.145 -0.008 -0.011
H 0.013 0.087 0.102
H -0.071 -0.017 0.018

Record 2
A cluster of 12 separate species, C38H76O41S5 in total at a distorted geometry, computed with ωB97M-V/def2-TZVPD.

SMILES   O=S1(=O)OCCO1.O=S1(=O)OCCO1.O=S1(=O)OCCO1.O=S1(=O)OCCO1.O=S1(=O)OCCO1.CCOC(=O)OC.CCOC(=O)OC.CCOC(=O)OC.CCOC(=O)OC.CCOC(=O)OC.CCOC(=O)OC.CCOC(=O)OC
Energy above the lowest of the compared OMol25 structures with the same formula, charge and spin   865.8 kJ/mol

Atoms and positions in Å:
C (9.432, 25.898, 10.695)
C (8.928, 27.037, 11.601)
O (9.947, 27.647, 12.222)
C (10.822, 27.045, 13.048)
O (10.743, 25.942, 13.627)
O (11.826, 27.950, 13.280)
C (12.729, 27.573, 14.315)
H (10.209, 26.177, 9.983)
H (8.550, 25.565, 10.149)
H (9.742, 25.057, 11.316)
H (8.129, 26.694, 12.258)
H (8.335, 27.713, 10.985)
H (12.333, 27.160, 15.243)
H (13.378, 28.435, 14.467)
H (13.498, 26.937, 13.876)
C (2.496, 29.200, -5.281)
C (1.019, 29.102, -4.631)
O (1.024, 28.797, -3.188)
C (1.325, 29.738, -2.238)
O (1.225, 30.966, -2.473)
O (1.606, 29.192, -1.045)
C (1.778, 30.128, 0.092)
H (3.207, 28.432, -4.976)
H (2.804, 30.172, -4.895)
H (2.418, 29.338, -6.359)
H (0.430, 28.326, -5.120)
H (0.370, 29.932, -4.913)
H (0.857, 30.319, 0.644)
H (2.204, 31.071, -0.250)
H (2.471, 29.754, 0.845)
C (5.860, 30.316, 7.274)
C (4.613, 30.891, 7.648)
O (4.709, 32.246, 7.653)
C (3.821, 32.942, 8.268)
O (2.861, 32.516, 8.905)
O (4.056, 34.252, 8.114)
C (3.276, 35.309, 8.695)
H (5.761, 29.232, 7.232)
H (6.775, 30.674, 7.746)
H (6.038, 30.317, 6.198)
H (4.248, 30.602, 8.634)
H (3.789, 30.585, 7.004)
H (2.649, 35.939, 8.064)
H (3.956, 36.062, 9.093)
H (2.680, 35.018, 9.559)
C (-1.414, 24.080, -0.686)
C (-2.503, 25.025, -0.209)
O (-3.563, 24.253, 0.440)
C (-4.537, 24.867, 0.980)
O (-4.712, 26.057, 0.916)
O (-5.423, 23.991, 1.380)
C (-6.778, 24.355, 1.572)
H (-1.867, 23.358, -1.365)
H (-1.136, 23.720, 0.304)
H (-0.577, 24.645, -1.098)
H (-2.916, 25.493, -1.103)
H (-2.044, 25.850, 0.335)
H (-7.023, 24.698, 2.577)
H (-7.319, 23.427, 1.386)
H (-7.037, 25.066, 0.786)
C (12.249, 21.013, 10.201)
C (13.041, 21.262, 8.918)
O (12.496, 22.415, 8.289)
C (12.977, 22.906, 7.105)
O (12.631, 24.036, 6.667)
O (13.829, 22.048, 6.505)
C (14.418, 22.554, 5.301)
H (12.104, 21.870, 10.860)
H (12.708, 20.231, 10.806)
H (11.293, 20.587, 9.895)
H (12.932, 20.339, 8.348)
H (14.116, 21.293, 9.099)
H (14.882, 23.539, 5.334)
H (13.679, 22.425, 4.509)
H (15.168, 21.799, 5.066)
C (0.362, 13.235, 2.156)
C (0.869, 14.435, 2.989)
O (1.724, 15.181, 2.263)
C (1.270, 16.248, 1.671)
O (0.097, 16.601, 1.656)
O (2.234, 16.776, 0.982)
C (1.938, 18.032, 0.217)
H (-0.195, 13.622, 1.303)
H (-0.373, 12.669, 2.728)
H (1.123, 12.648, 1.641)
H (1.521, 14.013, 3.753)
H (0.093, 14.979, 3.528)
H (2.865, 18.563, 0.004)
H (1.357, 18.738, 0.810)
H (1.202, 17.969, -0.586)
C (4.444, 21.055, -5.094)
C (3.133, 21.015, -5.872)
O (2.329, 20.064, -5.381)
C (1.144, 19.773, -5.865)
O (0.627, 20.169, -6.841)
O (0.594, 18.781, -5.088)
C (-0.501, 18.121, -5.549)
H (4.838, 20.099, -5.438)
H (4.458, 21.122, -4.006)
H (4.972, 21.890, -5.556)
H (3.221, 20.874, -6.949)
H (2.645, 21.987, -5.795)
H (-0.418, 17.624, -6.515)
H (-1.404, 18.725, -5.641)
H (-0.748, 17.244, -4.951)
C (6.959, 23.816, 4.174)
C (7.786, 24.825, 3.396)
O (7.239, 25.036, 2.120)
S (5.729, 24.306, 1.957)
O (5.929, 23.048, 1.235)
O (4.692, 25.289, 1.592)
O (5.639, 23.985, 3.612)
H (6.727, 23.983, 5.226)
H (7.273, 22.773, 4.135)
H (8.861, 24.659, 3.328)
H (7.860, 25.800, 3.878)
C (-0.787, 28.716, 6.619)
C (-0.865, 28.183, 8.046)
O (-0.264, 26.874, 7.994)
S (0.728, 26.561, 6.678)
O (0.154, 25.611, 5.755)
O (2.111, 26.233, 7.151)
O (0.350, 28.127, 6.110)
H (-0.765, 29.805, 6.578)
H (-1.595, 28.292, 6.024)
H (-1.856, 28.112, 8.495)
H (-0.164, 28.732, 8.674)
C (6.355, 33.214, 0.560)
C (7.666, 33.590, -0.022)
O (8.797, 33.156, 0.788)
S (8.316, 32.510, 2.236)
O (8.447, 33.523, 3.245)
O (8.893, 31.192, 2.492)
O (6.670, 32.451, 1.711)
H (5.719, 32.612, -0.088)
H (6.041, 34.206, 0.886)
H (7.782, 34.659, -0.199)
H (7.864, 33.023, -0.932)
C (8.493, 17.584, 1.848)
C (9.401, 16.798, 0.931)
O (10.028, 17.780, 0.026)
S (10.273, 19.217, 0.846)
O (9.707, 20.340, 0.066)
O (11.607, 19.301, 1.382)
O (9.219, 18.858, 2.032)
H (8.144, 17.016, 2.710)
H (7.559, 17.603, 1.286)
H (8.964, 16.122, 0.196)
H (10.043, 16.206, 1.583)
C (10.650, 26.304, -2.756)
C (9.270, 26.836, -3.186)
O (9.298, 28.279, -3.064)
S (10.782, 28.817, -3.409)
O (11.205, 29.926, -2.602)
O (11.047, 28.894, -4.842)
O (11.467, 27.489, -2.651)
H (11.198, 25.680, -3.461)
H (10.442, 25.746, -1.843)
H (8.464, 26.532, -2.517)
H (9.185, 26.614, -4.249)

Forces on the atoms, in the same order (eV/Å):
C -1.127 -0.221 0.518
C -2.113 -2.621 -2.100
O 2.972 1.896 1.879
C 0.018 -1.408 1.950
O -0.091 3.016 -2.135
O -1.571 -1.014 0.061
C 1.895 0.242 -0.739
H -0.030 0.200 0.199
H 0.098 -0.173 -0.287
H 0.277 0.054 -0.126
H 0.366 -0.521 0.623
H 0.782 0.790 -0.070
H -0.359 0.150 -0.397
H -0.696 0.507 0.489
H -0.413 -0.910 0.121
C -2.146 1.286 1.469
C 0.962 -0.556 -0.656
O 0.776 0.131 0.525
C -1.274 3.317 -1.677
O 0.703 -3.331 0.799
O 0.020 0.421 0.181
C 0.287 0.319 -0.420
H -0.401 -0.102 -0.093
H 0.642 -0.050 -0.025
H -0.063 -0.410 0.026
H 0.398 -0.790 0.631
H 0.643 0.805 0.699
H -0.318 -0.166 -0.612
H -0.304 -0.092 -0.262
H 0.079 -0.799 -0.574
C 2.346 -2.295 -2.232
C -2.952 -1.372 1.457
O 1.558 2.826 -1.086
C -3.525 1.212 2.052
O 1.191 0.104 -0.760
O 0.527 0.752 -0.763
C 0.092 0.357 1.395
H 0.176 -0.355 1.311
H -0.316 -0.188 0.339
H 0.064 1.275 -0.368
H 0.313 -0.325 0.263
H 0.024 -0.078 -0.396
H -0.080 -0.972 -0.933
H 0.582 -0.371 -0.037
H -0.025 -0.595 -0.255
C -0.935 0.395 1.614
C -0.263 0.713 -1.823
O 3.893 -1.408 -0.891
C -2.129 2.303 -0.915
O -0.101 0.791 0.663
O -0.145 -1.562 1.139
C -0.241 -0.154 -0.662
H 0.542 -0.221 0.172
H 0.739 -1.160 -0.482
H -0.195 -0.115 -0.183
H -0.596 0.141 0.179
H -0.571 -0.299 0.838
H 0.332 0.251 -0.104
H -0.079 0.088 0.094
H -0.237 0.248 0.364
C -0.114 -0.303 -0.196
C 0.161 -1.149 0.853
O 0.439 0.885 -1.404
C -1.081 2.527 -0.315
O 1.244 -4.195 1.516
O -0.447 1.305 0.856
C 0.156 -1.426 -0.905
H 0.032 0.145 -0.327
H 0.314 -0.007 -0.127
H -0.268 0.343 0.224
H -0.249 0.254 -0.642
H 0.059 0.796 0.000
H -0.476 -0.045 0.384
H -0.046 0.679 -0.040
H 0.242 0.196 0.117
C -1.021 1.227 -0.497
C -0.733 -3.482 1.738
O 2.245 1.272 -0.759
C -3.146 0.560 -1.124
O 1.228 -0.059 0.356
O 1.181 2.553 -1.928
C -0.872 0.250 1.469
H -0.321 0.285 -0.003
H 0.386 -0.368 0.031
H 0.330 -0.177 0.829
H -0.145 -0.090 0.372
H -0.147 0.178 -0.561
H 0.032 -0.808 -0.313
H 0.258 -0.233 0.926
H 0.735 -1.101 -0.546
C -0.234 -0.757 -1.851
C 0.390 3.409 -0.655
O -1.641 -2.888 2.569
C -0.236 -2.262 1.261
O -0.729 1.368 -1.926
O 2.404 1.265 0.816
C -2.507 -1.525 -1.364
H 1.051 0.081 0.567
H -0.585 0.062 -0.229
H 0.496 -0.170 0.271
H 0.765 -0.101 -0.108
H -0.278 0.267 0.101
H 0.704 0.490 -0.507
H 0.081 0.323 0.242
H 0.322 0.440 0.830
C -1.145 -0.255 -0.043
C 1.512 1.269 1.343
O -2.156 -0.916 -1.239
S 0.386 0.025 1.099
O -0.654 2.524 1.121
O 2.704 -2.530 0.861
O -0.521 0.190 -2.439
H 0.747 0.627 0.012
H 0.143 0.009 -0.637
H -0.099 -1.100 -0.452
H -0.904 0.165 0.358
C -1.645 -1.185 0.723
C 1.296 0.013 0.091
O 0.734 -1.727 -0.969
S -0.158 0.474 1.519
O 0.352 1.310 1.113
O -3.973 2.104 -1.311
O 3.901 -1.584 -1.050
H 0.321 -0.173 -0.140
H -0.530 0.475 0.051
H 0.136 -0.101 -0.225
H -0.398 0.418 0.202
C 0.833 0.756 1.631
C 2.733 -0.786 -2.070
O -0.761 -0.827 1.831
S -0.680 0.306 -1.350
O -0.330 -0.871 -0.724
O -1.561 2.449 -1.038
O 1.607 -1.302 1.795
H -0.089 0.434 0.128
H -1.550 -0.455 0.098
H -0.029 -0.141 0.048
H -0.177 0.416 -0.348
C -0.468 -0.067 -2.010
C 0.805 -0.184 -0.480
O 0.387 1.056 1.827
S -1.568 0.750 -1.370
O 1.598 -2.981 1.737
O -1.557 -0.229 -0.563
O -0.638 -0.959 0.251
H 1.130 0.658 0.771
H -0.206 1.639 -0.072
H -0.539 0.032 0.465
H 1.050 0.304 -0.551
C -0.031 0.762 -0.211
C 0.406 0.341 -0.972
O 0.716 0.769 -0.417
S 1.581 -0.758 0.462
O -1.119 -0.871 -0.668
O -0.860 -0.837 2.290
O -0.242 0.761 -0.406
H -0.688 -0.252 -0.162
H 1.067 0.465 0.491
H 0.037 -0.200 -0.517
H -0.888 -0.184 0.127

Record 3
A cluster of 4 separate species, C2H10O2S2 in total at a distorted geometry, computed with ωB97M-V/def2-TZVPD.

Energy above the lowest of the compared OMol25 structures with the same formula, charge and spin   473.3 kJ/mol

Atoms and positions in Å:
C (0.379, -0.185, -1.787)
C (0.244, 0.069, -0.261)
S (1.085, -1.011, 0.758)
S (-2.872, -0.853, -0.806)
H (0.474, -1.247, -1.931)
H (1.292, 0.291, -2.127)
H (-0.552, 0.114, -2.231)
H (-0.873, -0.052, 0.033)
H (0.462, 1.115, -0.043)
H (-3.242, -2.105, -0.501)
H (3.723, 1.591, 0.934)
H (2.936, 0.291, 0.904)
O (3.843, 0.639, 0.851)
H (-2.342, 0.217, 1.309)
H (-2.619, 0.515, 2.789)
O (-1.937, 0.609, 2.109)

Forces on the atoms, in the same order (eV/Å):
C -0.364 -0.542 1.373
C 1.772 -0.005 -0.908
S -0.598 0.187 -0.020
S 0.410 0.827 0.026
H 0.052 -0.437 -0.222
H -0.147 0.291 -0.275
H -0.045 0.498 -0.661
H -1.131 -0.963 -0.173
H -0.380 0.092 0.387
H 0.404 -0.092 0.271
H 0.108 -0.012 0.017
H 0.375 0.122 0.198
O -0.304 0.048 -0.107
H -0.076 0.155 0.421
H 0.233 0.057 -0.190
O -0.309 -0.224 -0.137